C6H35NO12 | ωB97M-V with the def2-TZVPD basis set

XYZ file:
```
54
Properties=species:S:1:pos:R:3:lowdin_charge:R:1
O 0.344 -3.424 -0.975 0.03
C 1.068 -3.188 -0.039 -0.23
C 2.573 -2.964 -0.277 -0.15
C 2.928 -1.594 0.274 -0.18
C 1.730 -0.565 0.117 -0.16
C 2.285 0.660 -0.659 -0.26
N 1.252 1.591 -1.039 -0.14
C 1.215 2.071 -2.392 -0.15
H 0.790 -3.153 1.023 0.12
H 2.876 -3.082 -1.313 0.10
H 3.016 -3.872 0.207 0.13
H 3.300 -1.693 1.302 0.11
H 3.707 -1.064 -0.261 0.09
H 1.489 -0.252 1.133 0.08
H 0.941 -0.924 -0.564 0.10
H 3.188 1.079 -0.148 0.12
H 2.608 0.243 -1.662 0.12
H 1.122 2.410 -0.447 0.09
H 0.575 2.936 -2.524 0.06
H 2.254 2.388 -2.824 0.11
H 0.741 1.300 -3.015 0.07
H 2.078 1.784 2.254 0.03
H 2.592 3.057 2.828 0.06
O 2.022 2.746 2.111 -0.06
H -4.152 -2.377 0.666 0.04
H -2.830 -1.546 0.637 -0.01
O -3.570 -1.823 1.186 -0.06
H 0.557 3.972 1.399 0.00
H -0.925 3.915 1.822 0.04
O -0.294 4.428 1.310 -0.05
H -3.687 2.016 -0.343 -0.03
H -4.374 0.719 -0.100 0.02
O -4.564 1.669 -0.099 -0.07
H -2.666 -0.286 -2.628 0.06
H -1.442 -0.065 -1.635 0.04
O -2.141 -0.664 -1.918 -0.03
H -1.571 -3.074 -1.126 0.00
H -2.894 -2.375 -1.241 0.00
O -2.500 -3.168 -0.868 -0.07
H 1.912 -2.399 -3.548 0.05
H 0.750 -2.275 -2.755 0.01
O 1.246 -1.706 -3.370 -0.07
H -1.779 1.269 0.631 0.01
H -2.013 0.766 2.088 0.07
O -1.570 0.559 1.257 -0.05
H -0.483 -1.459 2.875 0.00
H -1.713 -1.772 2.050 -0.01
O -0.923 -2.190 2.427 -0.05
H -1.637 2.917 -1.409 0.07
H -1.728 3.605 -0.075 0.04
O -2.107 2.856 -0.561 -0.05
H -0.011 0.621 2.599 -0.01
H -0.021 0.904 4.174 0.06
O 0.435 0.475 3.446 -0.06
```

Calculated values
ΔE to the lowest compared entry with this formula, charge and spin, eV: 4.232
Molar mass, g/mol: 313.34
Net charge: 0
E_tot, eV: -32849.372
SMILES: CNCCCCC=O.O.O.O.O.O.O.O.O.O.O.O
Kohn-Sham gap, eV: 8.92
LUMO, eV: -0.14

***

C6H36NO12 | ωB97M-V with the def2-TZVPD basis set

XYZ file:
```
55
Properties=species:S:1:pos:R:3:lowdin_charge:R:1
C 0.863 0.656 -0.022 -0.16
O 0.636 1.346 -1.248 -0.10
C -0.478 0.149 0.555 -0.23
C -0.565 -0.105 2.082 -0.16
C 0.772 -0.255 2.820 -0.18
C 2.949 -0.911 1.895 0.02
C 1.682 -1.216 2.097 -0.17
N -1.459 1.150 0.106 0.18
H 1.487 -0.162 -0.260 0.09
H 1.253 1.412 0.726 0.16
H 1.417 1.894 -1.473 0.08
H -0.656 -0.889 0.150 0.12
H -1.188 -0.913 2.352 0.04
H -1.137 0.601 2.712 0.12
H 0.680 -0.597 3.892 0.14
H 1.235 0.744 2.886 0.11
H 3.743 -1.434 1.370 0.03
H 3.515 -0.033 2.202 0.09
H 1.152 -2.026 1.648 0.07
H -1.128 1.704 -0.742 0.16
H -1.576 1.896 0.805 0.10
H -2.416 0.787 -0.064 0.10
H 4.573 -1.078 -1.199 0.06
H 4.806 -1.665 0.137 0.05
O 4.530 -0.811 -0.255 -0.09
H -1.954 -2.216 2.583 0.06
H -1.219 -3.532 1.808 0.08
O -1.502 -2.575 1.814 -0.08
H -2.719 4.098 -2.423 0.04
H -2.799 2.555 -2.978 0.04
O -2.305 3.246 -2.543 -0.04
H -4.332 1.140 0.837 0.06
H -3.553 1.640 1.964 0.06
O -3.734 1.875 1.043 -0.05
H -2.963 -1.417 0.411 0.04
H -3.736 -1.428 -0.837 0.10
O -3.374 -0.778 -0.193 -0.05
H -0.079 -2.372 -0.651 0.01
H 0.868 -2.530 -1.875 0.02
O 0.587 -2.937 -1.049 -0.03
H -0.754 4.539 2.424 0.05
H -1.785 3.498 1.866 0.01
O -0.858 3.700 1.978 -0.03
H 1.194 -0.482 -2.779 0.01
H 2.687 -0.678 -3.246 0.05
O 1.833 -1.105 -3.147 -0.05
H 2.255 4.358 -1.795 0.06
H 1.071 3.671 -2.620 0.04
O 1.982 3.613 -2.329 -0.03
H 0.834 -3.650 1.092 -0.01
H 0.577 -5.004 0.297 0.06
O 0.326 -4.454 1.038 -0.05
H -0.124 -0.453 -5.078 0.04
H -0.437 -1.752 -4.404 0.04
O -0.674 -0.814 -4.380 -0.06
```

Calculated values
ΔE to the lowest compared entry with this formula, charge and spin, eV: 2.633
Molar mass, g/mol: 314.35
Net charge: +1
E_tot, eV: -32858.187
Kohn-Sham gap, eV: 9.45
LUMO, eV: -2.59

***

C6H36NO12 | ωB97M-V with the def2-TZVPD basis set

XYZ file:
```
55
Properties=species:S:1:pos:R:3:lowdin_charge:R:1
C -2.788 0.880 1.806 -0.15
C -2.673 -0.149 2.847 -0.21
C -1.985 -1.506 2.290 -0.12
C -0.543 -1.124 1.899 -0.37
C 0.444 -1.219 2.765 0.01
C -1.329 -0.746 -0.483 -0.17
N -0.334 -0.696 0.572 0.05
H -1.949 1.491 1.499 0.06
H -3.054 0.475 0.842 0.03
H -3.616 1.564 2.013 0.09
H -1.930 0.239 3.629 0.13
H -3.625 -0.390 3.339 0.11
H -1.881 -2.262 3.079 0.11
H -2.461 -2.130 1.581 0.06
H 1.501 -0.862 2.483 0.06
H 0.217 -1.444 3.831 0.08
H -1.079 0.024 -1.210 0.10
H -2.509 -0.740 -0.144 0.17
H 0.523 -0.248 0.327 0.11
H 1.626 0.129 -2.644 0.03
H 0.190 0.623 -3.057 0.11
O 0.978 -0.092 -3.312 -0.06
H 0.964 -1.417 -2.845 0.06
H 1.886 -2.553 -1.890 0.10
O 1.002 -2.449 -2.427 -0.03
H 1.793 2.687 -1.416 0.09
H 0.636 2.753 -2.671 0.00
O 1.358 2.267 -2.240 -0.11
H -0.953 1.913 -4.430 0.06
H -2.063 1.411 -3.548 0.03
O -1.176 1.517 -3.621 0.04
H 3.469 1.893 -0.948 0.09
H 3.249 1.327 0.538 -0.05
O 3.042 1.203 -0.353 -0.06
H -0.179 4.734 -3.128 0.03
H -1.570 4.267 -2.748 0.11
O -0.605 4.093 -2.630 -0.04
H 3.641 -1.157 4.184 0.05
H 2.384 -0.832 4.936 0.06
O 2.890 -0.590 4.161 -0.05
H -1.533 -2.847 -0.637 0.08
H 0.058 -2.417 -1.693 0.13
O -1.135 -2.038 -1.172 -0.11
H -0.858 3.526 -0.380 0.06
H -0.544 2.291 -1.063 0.01
O -1.273 2.630 -0.472 -0.09
H 3.273 -1.428 -0.870 0.06
H 4.115 -1.389 -2.143 0.06
O 3.453 -1.895 -1.697 -0.02
H 1.911 1.468 2.811 0.09
H 3.427 0.879 3.010 0.07
O 2.783 1.283 2.333 -0.13
H -3.072 -4.082 -0.687 0.11
H -1.761 -4.782 -0.170 0.04
O -2.336 -4.083 -0.048 0.03
```

Calculated values
ΔE to the lowest compared entry with this formula, charge and spin, eV: 2.865
Molar mass, g/mol: 314.35
Net charge: +1
E_tot, eV: -32857.955
Kohn-Sham gap, eV: 8.06
LUMO, eV: -2.36

***

C6H37N2O10 | ωB97M-V with the def2-TZVPD basis set

XYZ file:
```
55
Properties=species:S:1:pos:R:3:lowdin_charge:R:1
N 1.628 -0.982 1.195 0.18
C 0.477 -0.327 0.293 -0.25
C 1.232 0.093 -0.984 -0.19
C 0.136 0.586 -1.915 -0.23
C 0.575 2.063 -2.458 -0.07
C -0.045 0.857 1.108 -0.15
N -0.955 0.217 2.151 -0.10
C -2.354 0.683 1.829 -0.08
H 2.435 -0.235 1.288 0.14
H 2.082 -1.815 0.607 0.16
H 1.205 -1.348 2.062 0.14
H -0.297 -1.110 0.083 0.11
H 2.053 0.943 -0.717 0.11
H 1.950 -0.570 -1.591 0.14
H -0.907 0.491 -1.655 0.07
H 0.220 0.004 -2.961 0.14
H 0.180 2.983 -2.036 0.04
H 1.699 2.051 -2.479 0.08
H 0.171 1.945 -3.477 0.07
H 0.930 1.467 1.542 0.14
H -0.514 1.548 0.431 0.05
H -0.694 0.615 3.046 0.11
H -2.918 0.519 2.795 0.11
H -2.650 0.116 0.956 0.05
H -2.384 1.753 1.628 0.07
H 1.030 -3.184 -2.008 0.07
H 0.734 -2.648 -3.490 0.06
O 0.586 -2.450 -2.577 -0.08
H -4.159 -0.405 -0.678 0.04
H -2.860 -0.683 -1.514 0.00
O -3.460 -0.013 -1.162 -0.04
H -1.483 -1.492 1.782 0.03
H -1.630 -2.142 0.397 -0.02
O -1.573 -2.365 1.321 -0.07
H 3.328 1.701 0.130 0.11
H 3.275 1.816 1.658 -0.08
O 3.552 1.241 1.041 -0.05
H -0.647 3.024 0.161 -0.01
H 0.383 4.025 -0.211 0.10
O 0.076 3.497 0.569 -0.06
H -0.336 -3.315 1.731 0.06
H 0.427 -4.778 1.741 0.09
O 0.562 -3.817 1.608 -0.09
H -2.135 -2.635 -1.660 0.10
H -0.782 -1.882 -1.917 0.04
O -1.604 -1.896 -1.319 -0.11
H -2.577 3.133 -0.510 -0.05
H -2.696 1.908 -1.123 0.03
O -2.191 2.413 -0.540 0.07
H 2.400 3.653 2.645 0.05
H 1.141 3.157 1.758 0.08
O 2.012 2.849 2.314 -0.13
H 1.200 -3.666 0.230 -0.02
H 2.421 -4.164 -0.569 0.11
O 1.757 -3.429 -0.550 -0.09
```

Calculated values
ΔE to the lowest compared entry with this formula, charge and spin, eV: 4.693
Molar mass, g/mol: 297.37
Net charge: +1
E_tot, eV: -30269.470
Kohn-Sham gap, eV: 10.48
LUMO, eV: -2.25

***

Copy entry 3 word for word.
C6H36NO12 | ωB97M-V with the def2-TZVPD basis set

XYZ file:
```
55
Properties=species:S:1:pos:R:3:lowdin_charge:R:1
C -2.788 0.880 1.806 -0.15
C -2.673 -0.149 2.847 -0.21
C -1.985 -1.506 2.290 -0.12
C -0.543 -1.124 1.899 -0.37
C 0.444 -1.219 2.765 0.01
C -1.329 -0.746 -0.483 -0.17
N -0.334 -0.696 0.572 0.05
H -1.949 1.491 1.499 0.06
H -3.054 0.475 0.842 0.03
H -3.616 1.564 2.013 0.09
H -1.930 0.239 3.629 0.13
H -3.625 -0.390 3.339 0.11
H -1.881 -2.262 3.079 0.11
H -2.461 -2.130 1.581 0.06
H 1.501 -0.862 2.483 0.06
H 0.217 -1.444 3.831 0.08
H -1.079 0.024 -1.210 0.10
H -2.509 -0.740 -0.144 0.17
H 0.523 -0.248 0.327 0.11
H 1.626 0.129 -2.644 0.03
H 0.190 0.623 -3.057 0.11
O 0.978 -0.092 -3.312 -0.06
H 0.964 -1.417 -2.845 0.06
H 1.886 -2.553 -1.890 0.10
O 1.002 -2.449 -2.427 -0.03
H 1.793 2.687 -1.416 0.09
H 0.636 2.753 -2.671 0.00
O 1.358 2.267 -2.240 -0.11
H -0.953 1.913 -4.430 0.06
H -2.063 1.411 -3.548 0.03
O -1.176 1.517 -3.621 0.04
H 3.469 1.893 -0.948 0.09
H 3.249 1.327 0.538 -0.05
O 3.042 1.203 -0.353 -0.06
H -0.179 4.734 -3.128 0.03
H -1.570 4.267 -2.748 0.11
O -0.605 4.093 -2.630 -0.04
H 3.641 -1.157 4.184 0.05
H 2.384 -0.832 4.936 0.06
O 2.890 -0.590 4.161 -0.05
H -1.533 -2.847 -0.637 0.08
H 0.058 -2.417 -1.693 0.13
O -1.135 -2.038 -1.172 -0.11
H -0.858 3.526 -0.380 0.06
H -0.544 2.291 -1.063 0.01
O -1.273 2.630 -0.472 -0.09
H 3.273 -1.428 -0.870 0.06
H 4.115 -1.389 -2.143 0.06
O 3.453 -1.895 -1.697 -0.02
H 1.911 1.468 2.811 0.09
H 3.427 0.879 3.010 0.07
O 2.783 1.283 2.333 -0.13
H -3.072 -4.082 -0.687 0.11
H -1.761 -4.782 -0.170 0.04
O -2.336 -4.083 -0.048 0.03
```

Calculated values
ΔE to the lowest compared entry with this formula, charge and spin, eV: 2.865
Molar mass, g/mol: 314.35
Net charge: +1
E_tot, eV: -32857.955
Kohn-Sham gap, eV: 8.06
LUMO, eV: -2.36